Record 1
Molecular formula: C4H9NOS2
Method: DFT, the ωB97M-V functional and the def2-TZVPD basis

Geometry as XYZ:
```
17
Properties=species:S:1:pos:R:3:forces:R:3
C -0.811324 -1.887093 0.086586 2.1016 2.2680 0.6576
C -2.044212 -1.142514 0.566920 0.5097 0.2559 1.2542
C 0.301672 0.235209 0.038343 -1.1594 0.1663 -0.8857
C 2.401098 2.201385 -0.462464 -2.6404 1.2019 -2.3658
N 0.435817 -1.120113 0.485880 -0.8395 0.6413 -0.4003
O -2.042540 0.680795 -1.184956 -0.6519 1.2135 -1.6394
S 1.411511 1.415554 0.859554 0.1479 -0.2000 -0.4540
S -1.705475 0.696285 0.245992 0.9692 -2.5568 -0.0069
H -0.672509 -2.797563 0.584657 -0.2281 -1.6667 0.3033
H -0.688814 -1.960548 -0.971694 -0.5523 -0.3342 -0.7651
H -2.923991 -1.548363 0.051572 -0.0264 0.8940 0.0436
H -2.155577 -1.330786 1.654521 -0.0173 0.1869 -0.4547
H 0.256514 0.287828 -1.091297 0.2201 0.2271 1.1909
H 2.863766 1.560925 -1.206480 -0.2062 -0.6306 0.2075
H 3.200708 2.744845 -0.036410 0.6144 0.6484 0.8924
H 1.732419 2.969816 -1.103717 1.4480 -1.6620 1.6253
H 0.440933 -1.005663 1.482996 0.3107 -0.6528 0.7971
```
Forces are in eV/Å.

Values from the calculation:
- Energy relative to the best compared isomer or geometry (same formula, charge and spin): 254.2 kJ/mol
- Largest force on an atom: 3.74 eV/A
- HOMO-LUMO gap: 9.0 eV
- Lowest unoccupied orbital energy: 0.66 eV
- Net charge: 0

Record 2
Molecular formula: C3H8OS2
Method: DFT, the ωB97M-V functional and the def2-TZVPD basis

Geometry as XYZ:
```
14
Properties=species:S:1:pos:R:3:forces:R:3
C -1.640203 0.460670 -0.134926 0.7295 0.9533 -0.6050
C -2.251737 -0.376911 -1.236609 -0.3577 0.8922 1.4801
O -1.584509 -0.915899 -2.062878 0.2201 -0.4846 -0.7321
H -1.692841 1.536776 -0.357157 -0.4231 -0.1217 -0.4863
H -0.563111 0.291661 -0.189151 -0.0913 -0.3845 0.5863
H -2.082853 0.434298 0.857173 0.0194 -0.7212 0.0408
H -3.352757 -0.447540 -1.200825 -0.1401 -0.1741 -0.3021
C 2.121073 0.844940 0.903319 -0.3279 -0.5714 0.6565
S 1.661352 -0.836812 1.488005 0.2885 0.1651 -0.3836
S 1.961894 -1.924972 -0.260135 -0.0965 -0.1645 0.2048
H 2.920954 0.768827 0.176317 -0.0158 0.1081 -0.0716
H 2.478833 1.334681 1.807601 0.1304 0.1136 -0.0741
H 1.254214 1.384075 0.540367 0.0068 0.0292 -0.2976
H 0.769691 -2.553796 -0.331101 0.0578 0.3603 -0.0162
```
Forces are in eV/Å.

Values from the calculation:
- Energy relative to the best compared isomer or geometry (same formula, charge and spin): 66.7 kJ/mol
- Largest force on an atom: 1.76 eV/A
- HOMO-LUMO gap: 9.2 eV
- Lowest unoccupied orbital energy: 0.59 eV
- Net charge: 0

Record 3
Molecular formula: C25H32N4O5S2
Method: DFT, the ωB97M-V functional and the def2-TZVPD basis

Geometry as XYZ:
```
68
Properties=species:S:1:pos:R:3:forces:R:3
C 2.512398 5.345229 -0.539339 -0.2806 -0.3285 -0.0266
S 0.955997 4.570394 -0.027971 -0.1970 0.3005 -0.1230
C 0.176700 4.273464 -1.650360 0.3381 0.0677 0.2958
C 0.807246 3.143504 -2.455013 0.0032 -0.0848 0.1405
C 1.010905 1.856082 -1.645767 0.5453 0.0337 -0.5707
N -0.165862 1.510747 -0.875938 -0.0926 -0.6082 0.1919
S -0.338023 -0.069432 -0.361840 -0.6702 0.3605 -0.3964
O 0.600383 -0.880074 -1.076024 -0.1349 0.1373 -0.4166
O -0.315118 -0.061704 1.074965 -0.3191 0.2681 -0.0719
C -1.987888 -0.468313 -0.901016 0.5280 -0.0521 0.0614
C -2.155609 -1.091111 -2.125011 0.2516 0.0332 0.0634
C -3.419443 -1.434382 -2.581566 -0.3172 0.0538 0.1512
C -4.489094 -1.123070 -1.759822 0.4765 0.2232 0.3807
C -4.299342 -0.490399 -0.517987 0.6705 -0.2557 -0.7494
C -3.046069 -0.150658 -0.062816 -0.5737 -0.0127 0.1235
O -5.510128 -0.310965 0.078331 0.0345 0.2142 0.4593
C -6.468214 -0.815127 -0.751893 -0.6192 -0.3247 -0.5515
O -7.642064 -0.816283 -0.528558 -0.0062 0.1183 0.2477
N -5.842882 -1.314083 -1.879936 0.1094 0.1747 0.3322
C -6.547638 -1.927271 -2.971782 -0.1392 -0.0827 -0.1430
C 2.325054 1.937771 -0.838063 -0.4472 0.0110 -0.0635
O 3.312772 2.451558 -1.335608 0.3058 -0.0828 -0.1773
N 2.306265 1.385453 0.380225 0.1116 -0.3602 0.3638
C 3.521789 1.156536 1.143318 0.4206 0.1527 0.0035
C 3.196251 0.990334 2.624212 -0.1289 -0.0870 -0.0910
C 2.419518 -0.300875 2.886890 0.1118 0.1584 0.1306
N 3.131758 -1.457267 2.364428 0.0719 0.0137 0.0692
C 2.482328 -2.714458 2.718078 0.0718 0.0091 0.0333
C 1.085058 -2.886585 2.165171 0.0459 -0.0682 0.0426
C 0.883883 -3.371598 0.878372 0.0018 -0.0370 0.1026
C -0.388951 -3.450917 0.343038 -0.0545 -0.1283 -0.0546
C -1.484029 -3.060728 1.093122 -0.1159 -0.1173 0.0025
C -1.298770 -2.598162 2.384015 -0.0928 -0.0348 0.1041
C -0.024159 -2.508682 2.912308 -0.0103 -0.0892 0.0039
C 3.384961 -1.337786 0.937495 0.2662 0.1145 -0.0780
C 4.239492 -0.105740 0.657820 -0.2138 -0.0143 -0.0639
H 2.986848 5.708444 0.366275 0.0653 0.0776 0.0508
H 2.294575 6.175533 -1.205139 0.0467 0.1233 -0.0126
H 3.145388 4.604364 -1.020454 0.0958 0.0920 -0.0169
H -0.865091 4.048412 -1.422802 -0.0608 0.0820 -0.0471
H 0.219958 5.208289 -2.210397 -0.1599 -0.0283 -0.0379
H 1.793779 3.441805 -2.815894 -0.1093 -0.0498 -0.0388
H 0.167234 2.943961 -3.316517 0.0280 -0.0622 -0.0416
H 1.166111 1.022051 -2.340192 0.1067 0.2071 0.0105
H -0.333350 2.158739 -0.118138 -0.1060 -0.0172 0.2744
H -1.274170 -1.318280 -2.701879 0.0660 -0.0828 -0.1486
H -3.562064 -1.926440 -3.529477 0.0043 -0.0609 -0.1191
H -2.871047 0.308967 0.894102 -0.0617 0.0709 0.2068
H -6.379203 -1.369757 -3.894419 -0.0284 -0.0226 0.0027
H -7.608038 -1.911703 -2.723991 0.0783 -0.0184 -0.0543
H -6.218324 -2.958724 -3.105854 -0.0304 0.0090 -0.0124
H 1.485819 0.903300 0.710382 0.0685 0.2074 0.0626
H 4.162907 2.030339 0.979825 -0.0919 -0.1454 0.0827
H 4.137208 0.959977 3.175556 0.0081 0.0170 0.0258
H 2.612231 1.840724 2.980367 0.0180 0.0532 0.0302
H 1.405124 -0.222689 2.469479 0.0965 -0.0101 0.1333
H 2.321770 -0.436741 3.968510 -0.0978 0.0252 -0.0284
H 3.126665 -3.520501 2.354099 -0.0502 -0.0122 0.0714
H 2.454368 -2.764153 3.811036 -0.0112 -0.0857 -0.0483
H 1.729705 -3.688980 0.286300 0.1214 -0.0101 -0.0597
H -0.524846 -3.818617 -0.663846 -0.0126 -0.0252 -0.0921
H -2.479840 -3.123783 0.675272 -0.0622 -0.0172 -0.0251
H -2.149779 -2.298334 2.978239 -0.0801 0.0313 0.0586
H 0.111980 -2.138871 3.918764 0.0400 0.0441 0.1163
H 2.456036 -1.280172 0.349424 0.1365 -0.0727 0.0286
H 3.931353 -2.231576 0.622342 -0.0813 -0.0075 -0.0609
H 5.190187 -0.193321 1.185446 0.0656 -0.0237 -0.0129
H 4.437034 -0.027669 -0.411896 0.0469 0.0360 -0.0242
```
Forces are in eV/Å.

Values from the calculation:
- Energy relative to the best compared isomer or geometry (same formula, charge and spin): 132.1 kJ/mol
- Largest force on an atom: 1.04 eV/A
- HOMO-LUMO gap: 8.5 eV
- Lowest unoccupied orbital energy: 0.27 eV
- Net charge: 0

Record 4
Molecular formula: C7H6O5
Method: DFT, the ωB97M-V functional and the def2-TZVPD basis

Geometry as XYZ:
```
18
Properties=species:S:1:pos:R:3:forces:R:3
C 3.246234 -0.288361 0.121783 1.9784 0.3244 1.4421
C 2.165586 -0.486756 -0.367225 0.5155 0.1994 -0.6393
C -1.338085 -1.157778 0.668795 0.9110 0.2743 2.8781
C -2.139928 0.199484 -1.456518 1.0076 -0.7809 0.3641
C 0.059754 1.332443 1.355050 1.0380 0.6345 0.8642
C 1.140945 -0.697518 -1.194879 -5.3223 -0.5213 -2.1021
C -1.096383 0.014895 -0.248321 0.4589 1.9156 -1.5490
O -1.822019 -0.733190 1.785649 0.1846 -0.8669 -1.5623
O -3.180296 -0.395408 -1.182620 -1.0175 -0.3659 0.3708
O -0.894833 -2.273619 0.365982 -0.8647 -0.0037 -0.0229
O -1.836299 0.834055 -2.465461 0.6158 0.6949 -0.3629
O -0.731789 1.240302 0.197518 -0.8880 -0.9982 -0.3275
H 4.108060 -0.103858 0.697656 0.2070 0.1182 0.3038
H 0.480936 0.341066 1.606567 -0.4152 0.6240 0.2628
H -0.498565 1.842995 2.222416 0.6145 -1.0602 -1.2544
H 0.933199 1.979438 1.067736 -0.7262 -0.4169 0.2954
H 0.808526 0.046065 -2.000549 0.8168 -1.1816 1.2159
H 0.594958 -1.694255 -1.173579 0.8857 1.4104 -0.1767
```
Forces are in eV/Å.

Values from the calculation:
- Energy relative to the best compared isomer or geometry (same formula, charge and spin): 0.0 kJ/mol
- Largest force on an atom: 5.75 eV/A
- HOMO-LUMO gap: 5.7 eV
- Lowest unoccupied orbital energy: 6.27 eV
- Net charge: -2

Record 5
Molecular formula: C6H5HgN2O6
Method: DFT, the ωB97M-V functional and the def2-TZVPD basis

Geometry as XYZ:
```
20
Properties=species:S:1:pos:R:3:forces:R:3
O -0.059090 5.246568 -0.511584 -0.1058 -0.5689 -2.1691
C -0.112910 4.965409 -1.619053 0.1060 0.5520 2.1721
Hg 0.120657 -0.028303 -1.048521 0.0087 0.8373 -0.6292
C -0.015619 -3.025541 -1.486255 -0.0160 -2.6488 0.9056
O -0.034233 -4.133460 -1.202960 0.0326 2.6466 -0.7779
C -0.143696 -1.049993 -4.064017 -0.5061 -1.2287 -3.6538
O -0.290489 -1.313972 -5.172661 0.3998 0.7855 2.9648
C 2.946050 -0.365988 -1.213370 4.3096 0.9730 1.5560
O 3.995659 -0.058052 -0.829979 -3.9179 -1.1096 -1.4858
C -2.745655 -0.450210 -1.217787 -0.7039 0.0300 0.2347
O -3.780655 -0.158789 -0.887960 0.4473 -0.1188 -0.1976
H 0.190844 0.647665 -2.421334 0.1344 0.4210 -1.1068
N 0.001646 1.109235 2.900872 -0.0167 0.4222 -0.2324
C -0.009283 -0.030784 2.193838 -0.0041 -0.6228 0.1941
N 0.031612 -1.174127 2.906066 -0.0294 0.2854 0.5297
O -0.061151 -0.067741 0.934023 -0.1922 -0.1275 2.8204
H 0.029092 1.099638 3.913837 -0.0073 -0.0115 -0.3903
H -0.036968 2.017740 2.447853 0.0231 -0.5079 0.0379
H -0.031855 -2.068088 2.454594 0.0052 0.0399 -0.1650
H 0.006046 -1.161207 3.924397 0.0329 -0.0485 -0.6075
```
Forces are in eV/Å.

Values from the calculation:
- Energy relative to the best compared isomer or geometry (same formula, charge and spin): 0.0 kJ/mol
- Largest force on an atom: 4.68 eV/A
- HOMO-LUMO gap: 10.8 eV
- Lowest unoccupied orbital energy: -3.18 eV
- Net charge: +1